# 1
C21H28N4O8P2Re | ωB97M-V/def2-TZVPD

Computed properties:
Largest force on an atom in hartree/bohr: 0.022
Frontier orbital gap (alpha / beta) in eV: 6.57 / 6.52
LUMO (alpha / beta) in eV: -5.899 / -5.882
Energy above the lowest of the compared OMol25 structures with the same formula, charge and spin in eV: 7.875

```
! wB97M-V def2-TZVPD RIJCOSX def2/J DEFGRID3
* xyz 2 2
Re 0.627 0.318 0.077
C 0.583 3.394 0.189
C 1.117 3.268 -1.228
C 0.180 2.486 -2.111
C -0.183 2.967 -3.361
C -1.089 2.263 -4.132
C -1.614 1.079 -3.633
C -1.184 0.641 -2.402
N -0.316 1.329 -1.636
N 0.895 2.210 1.052
C -0.054 2.232 2.196
C -0.145 0.867 2.791
C -1.031 0.669 3.933
C -1.501 -0.547 4.189
C -0.963 -1.740 3.466
C 0.330 -1.454 2.699
N 0.459 -0.076 2.144
C 2.297 2.346 1.582
C 3.251 1.317 1.062
C 4.615 1.447 1.256
C 5.448 0.409 0.871
C 4.886 -0.731 0.322
C 3.520 -0.778 0.135
N 2.709 0.238 0.476
H 0.971 4.291 0.676
H -0.501 3.491 0.147
H 1.213 4.274 -1.639
H 2.120 2.829 -1.242
H 0.241 3.897 -3.714
H -1.381 2.628 -5.107
H -2.325 0.488 -4.192
H -1.513 -0.309 -2.003
H 0.217 2.986 2.945
H -1.046 2.495 1.823
H -1.398 1.543 4.454
H -2.274 -0.704 4.929
H -0.782 -2.543 4.182
H 1.226 -1.714 3.260
H 2.677 3.346 1.371
H 2.263 2.259 2.670
H 5.010 2.345 1.712
H 6.518 0.486 1.012
H 5.492 -1.578 0.036
H 3.030 -1.646 -0.284
O -1.791 -0.724 0.548
P -1.262 -2.208 0.969
O -1.879 -2.216 2.481
O 0.253 -2.289 1.580
O -2.278 -3.338 0.472
P -2.619 -3.430 -1.145
O -3.461 -2.019 -1.269
O -0.344 -2.382 -0.484
O -1.136 -2.842 -1.597
H -2.597 -0.787 -0.001
H -4.381 -2.137 -1.542
C 2.060 -1.020 -4.170
C 2.273 -0.359 -2.832
O 1.241 -0.753 -1.896
H 2.829 -0.694 -4.871
H 1.086 -0.764 -4.585
H 2.132 -2.106 -4.091
H 2.187 0.725 -2.898
H 3.253 -0.597 -2.416
H 1.068 -1.703 -1.935
*
```

Atom charges from the Mulliken analysis, given in e for atoms 1 to 2: 1.548, -1.077

# 2
C3H4LiO3Sr | ωB97M-V/def2-TZVPD

Computed properties:
Largest force on an atom in hartree/bohr: 0.060
Frontier orbital gap in eV: 3.16
LUMO in eV: -5.603
Energy above the lowest of the compared OMol25 structures with the same formula, charge and spin in eV: 4.356

```
! wB97M-V def2-TZVPD RIJCOSX def2/J DEFGRID3
* xyz 1 1
C 2.712 -0.773 -1.605
C 1.355 -0.172 -1.334
O 0.663 -1.019 -0.406
C -0.566 -0.720 -0.050
O -1.123 0.301 -0.546
O 3.698 0.024 -1.737
H 2.895 -1.712 -1.043
H 0.788 -0.088 -2.273
H 1.473 0.840 -0.920
Sr -3.057 -0.569 1.006
Li 5.038 -0.080 -3.022
H 3.494 -1.526 -3.092
*
```

Atom charges from the Mulliken analysis, given in e for atoms 1 to 2: -0.334, -0.362

# 3
C6H8N | ωB97M-V/def2-TZVPD

Computed properties:
SMILES: CC1=C=C=CC[NH2+]1
Largest force on an atom in hartree/bohr: 0.075
Frontier orbital gap in eV: 8.80
LUMO in eV: -4.838
Energy above the lowest of the compared OMol25 structures with the same formula, charge and spin in eV: 6.473

```
! wB97M-V def2-TZVPD RIJCOSX def2/J DEFGRID3
* xyz 1 1
C -1.934 -1.248 0.143
C -0.469 -1.095 0.083
C 0.613 -1.702 0.503
C 1.882 -1.404 0.614
C 2.499 -0.376 0.204
C 1.615 0.643 -0.654
N 0.123 0.339 -0.606
H -1.879 -2.336 0.271
H -2.506 -0.744 -0.605
H -2.340 -0.903 1.131
H 3.519 -0.088 0.170
H 2.022 1.536 -0.300
H 1.896 0.392 -1.629
H -0.189 0.421 -1.647
H -0.505 1.057 -0.124
*
```

Atom charges from the Mulliken analysis, given in e for atoms 1 to 2: -1.128, 0.246

# 4
C17H28ClN2O2 | ωB97M-V/def2-TZVPD

Computed properties:
SMILES: CCOc1cc(CNC[C@@H]2CCC[N@H+]2CC)cc(Cl)c1OC
Largest force on an atom in hartree/bohr: 0.017
Frontier orbital gap in eV: 9.44
LUMO in eV: -2.084
Energy above the lowest of the compared OMol25 structures with the same formula, charge and spin in eV: 0.117

```
! wB97M-V def2-TZVPD RIJCOSX def2/J DEFGRID3
* xyz 1 1
C -1.875 -3.679 0.306
C -1.706 -3.014 -1.052
O -0.659 -2.040 -1.045
C -0.869 -0.708 -0.902
C 0.193 0.067 -1.369
C 0.219 1.450 -1.228
C 1.448 2.195 -1.675
N 2.628 1.538 -1.116
C 2.837 1.744 0.308
C 3.192 0.410 0.991
C 4.430 -0.266 0.385
C 3.856 -1.303 -0.577
C 2.645 -1.802 0.193
N 2.070 -0.566 0.784
C 1.235 -0.852 1.969
C 0.499 0.367 2.497
C -0.851 2.068 -0.611
C -1.925 1.316 -0.148
Cl -3.168 2.193 0.689
C -1.969 -0.078 -0.274
O -2.942 -0.882 0.230
C -4.313 -0.520 0.135
H -0.935 -4.121 0.628
H -2.619 -4.466 0.228
H -2.207 -2.957 1.047
H -2.641 -2.576 -1.399
H -1.373 -3.753 -1.788
H 0.965 -0.433 -1.936
H 1.529 2.138 -2.763
H 1.373 3.254 -1.394
H 3.451 1.799 -1.644
H 1.919 2.137 0.753
H 3.640 2.458 0.525
H 3.323 0.580 2.061
H 5.074 0.451 -0.115
H 5.013 -0.758 1.163
H 4.560 -2.100 -0.799
H 3.549 -0.828 -1.507
H 1.898 -2.302 -0.421
H 2.955 -2.467 1.002
H 1.455 -0.149 0.043
H 1.879 -1.271 2.747
H 0.508 -1.612 1.673
H 1.182 1.119 2.882
H -0.147 0.059 3.314
H -0.125 0.811 1.726
H -0.868 3.137 -0.475
H -4.506 0.102 -0.740
H -4.857 -1.460 0.037
H -4.650 -0.008 1.037
*
```

Atom charges from the Mulliken analysis, given in e for atoms 1 to 2: -1.061, -0.451

# 5
C4H2F3NO2S2 | ωB97M-V/def2-TZVPD

Computed properties:
Largest force on an atom in hartree/bohr: 0.156
Frontier orbital gap (alpha / beta) in eV: 6.69 / 6.69
LUMO (alpha / beta) in eV: -2.577 / -2.577
Energy above the lowest of the compared OMol25 structures with the same formula, charge and spin in eV: 2.618

```
! wB97M-V def2-TZVPD RIJCOSX def2/J DEFGRID3
* xyz 0 1
C 2.089 -0.318 -1.147
C 1.465 0.059 0.026
C -1.484 -0.557 0.732
C 1.950 -0.357 1.359
N -2.288 -0.594 -0.154
O -2.938 -0.807 -1.110
O -0.271 1.644 -1.159
F 3.106 0.202 1.734
F 2.054 -1.652 1.656
F 1.049 0.100 2.316
S 3.455 -1.214 -1.055
S 0.167 1.126 0.143
H 1.807 -0.066 -2.093
H -0.999 -0.700 1.574
*
```

Atom charges from the Mulliken analysis, given in e for atoms 1 to 2: -0.492, 0.251

# 6
C8H18F2P | ωB97M-V/def2-TZVPD

Computed properties:
Largest force on an atom in hartree/bohr: 0.105
Frontier orbital gap in eV: 6.24
LUMO in eV: -5.968
Energy above the lowest of the compared OMol25 structures with the same formula, charge and spin in eV: 0.896

```
! wB97M-V def2-TZVPD RIJCOSX def2/J DEFGRID3
* xyz 1 1
C 2.493 -1.369 3.289
C 3.767 0.289 1.897
C -2.108 1.372 -1.844
C -2.211 0.152 -4.068
C -3.661 -0.668 -2.232
C 1.135 0.370 2.295
C 2.576 0.086 2.804
C -2.575 0.225 -2.660
F 1.000 0.180 -0.365
F -0.841 -0.627 0.777
P 0.786 -0.870 0.944
H 3.440 -1.516 3.911
H 2.510 -2.020 2.509
H 1.729 -1.658 3.888
H 3.939 -0.432 1.129
H 4.717 0.368 2.401
H 3.565 1.120 1.301
H -1.466 1.015 -1.034
H -3.023 1.816 -1.321
H -1.501 1.999 -2.324
H -1.697 1.070 -4.480
H -3.161 -0.087 -4.704
H -1.387 -0.674 -4.187
H -3.271 -1.127 -1.322
H -4.480 -0.047 -2.097
H -4.156 -1.218 -2.988
H 0.260 0.119 2.977
H 1.030 1.410 1.679
H 2.593 0.720 3.824
*
```

Atom charges from the Mulliken analysis, given in e for atoms 1 to 2: -1.752, -1.481

# 7
C21H28FNO4 | ωB97M-V/def2-TZVPD

Computed properties:
SMILES: CCOC(=O)C1(Cc2cccc(F)c2)CCN(C(=O)C2CCOCC2)CC1
Largest force on an atom in hartree/bohr: 0.010
Frontier orbital gap in eV: 9.75
LUMO in eV: 0.531

```
! wB97M-V def2-TZVPD RIJCOSX def2/J DEFGRID3
* xyz 0 1
C -1.780 -4.340 0.989
C -2.748 -3.439 0.236
O -2.084 -2.288 -0.294
C -1.901 -1.260 0.539
O -2.268 -1.249 1.683
C -1.169 -0.110 -0.154
C -2.108 0.431 -1.260
C -3.466 0.785 -0.722
C -4.483 -0.162 -0.687
C -5.723 0.144 -0.156
C -5.979 1.409 0.345
C -4.969 2.349 0.287
F -5.203 3.595 0.751
C -3.723 2.061 -0.237
C 0.135 -0.662 -0.754
C 1.054 0.457 -1.253
N 1.339 1.390 -0.191
C 2.531 1.652 0.401
O 2.608 2.413 1.347
C 3.774 0.967 -0.161
C 3.914 -0.440 0.436
C 5.231 -1.064 -0.032
O 6.344 -0.284 0.325
C 6.275 1.011 -0.227
C 5.024 1.765 0.221
C 0.139 2.005 0.345
C -0.813 0.948 0.897
H -1.386 -3.816 1.856
H -0.955 -4.631 0.343
H -2.300 -5.232 1.324
H -3.166 -3.951 -0.634
H -3.551 -3.107 0.901
H -2.210 -0.342 -2.023
H -1.657 1.312 -1.717
H -4.305 -1.148 -1.088
H -6.499 -0.605 -0.133
H -6.937 1.671 0.765
H -2.973 2.837 -0.268
H 0.659 -1.224 0.023
H -0.089 -1.345 -1.574
H 0.565 1.000 -2.072
H 1.969 0.017 -1.644
H 3.720 0.907 -1.253
H 3.924 -0.359 1.524
H 3.085 -1.085 0.143
H 5.203 -1.198 -1.128
H 5.386 -2.038 0.437
H 6.293 0.944 -1.328
H 7.178 1.524 0.109
H 5.039 1.898 1.303
H 5.000 2.751 -0.244
H -0.340 2.588 -0.450
H 0.448 2.684 1.141
H -0.332 0.447 1.739
H -1.719 1.419 1.275
*
```

Atom charges from the Mulliken analysis, given in e for atoms 1 to 2: -1.265, -0.242

# 8
C7H10ClLuN | ωB97M-V/def2-TZVPD

Computed properties:
Largest force on an atom in hartree/bohr: 0.078
Frontier orbital gap (alpha / beta) in eV: 6.96 / 5.96
LUMO (alpha / beta) in eV: 3.332 / 3.458
Energy above the lowest of the compared OMol25 structures with the same formula, charge and spin in eV: 4.120

```
! wB97M-V def2-TZVPD RIJCOSX def2/J DEFGRID3
* xyz -1 1
C 1.588 -0.796 -0.409
C 0.793 -1.335 0.638
C 0.563 -0.311 1.610
C 1.339 0.830 1.236
C 1.940 0.543 -0.023
Lu -0.513 0.556 -0.418
N 1.533 2.592 -1.843
C -2.183 -0.706 -0.985
C -2.075 -1.068 0.347
H -0.024 -0.402 2.522
H 0.391 -2.353 0.682
H 1.401 1.783 1.788
H 2.602 1.199 -0.586
H 1.919 -1.337 -1.299
H -1.629 -2.026 0.641
H -3.001 -0.061 -1.359
H 1.451 2.663 -2.894
H -2.655 -0.575 1.142
H -1.743 -1.340 -1.769
Cl -1.697 2.145 0.978
*
```

Atom charges from the Mulliken analysis, given in e for atoms 1 to 2: -0.697, -0.333

# 9
C7H15N | ωB97M-V/def2-TZVPD

Computed properties:
Largest force on an atom in hartree/bohr: 0.124
Frontier orbital gap (alpha / beta) in eV: 8.67 / 7.94
LUMO (alpha / beta) in eV: 0.746 / 0.584
Energy above the lowest of the compared OMol25 structures with the same formula, charge and spin in eV: 4.996

```
! wB97M-V def2-TZVPD RIJCOSX def2/J DEFGRID3
* xyz 0 1
C -2.870 -0.294 0.743
C 2.194 0.107 0.611
C 0.788 -1.963 -0.264
C -0.023 0.698 -1.669
C -0.512 1.567 0.608
C 0.775 -0.664 0.428
C -0.153 0.357 -0.249
N -2.235 -0.693 -0.237
H -3.792 -0.975 1.007
H -2.613 0.595 1.299
H 2.844 -0.748 0.891
H 2.239 0.821 1.311
H 2.320 0.466 -0.409
H 1.250 -1.809 -1.252
H 1.147 -2.690 0.394
H -0.293 -2.318 -0.600
H -0.801 1.355 -2.106
H -0.005 -0.236 -2.261
H 0.722 1.420 -1.928
H -1.518 1.708 0.534
H -0.062 1.570 1.674
H 0.074 2.455 0.064
H 0.523 -0.729 1.410
*
```

Atom charges from the Mulliken analysis, given in e for atoms 1 to 2: -0.253, -1.329

# 10
C10H19NO6S2 | ωB97M-V/def2-TZVPD

Computed properties:
SMILES: CCO[C@]1(S)OS(=O)(=O)O[C@H]1CCN(CC)C(C)=O
Largest force on an atom in hartree/bohr: 0.027
Frontier orbital gap in eV: 9.78
LUMO in eV: 0.403

```
! wB97M-V def2-TZVPD RIJCOSX def2/J DEFGRID3
* xyz 0 1
C 5.091 -0.336 1.541
C 4.497 -0.488 0.152
O 3.059 -0.479 0.245
C 2.391 0.397 -0.570
S 2.613 -0.047 -2.340
O 2.914 1.723 -0.439
S 1.696 2.759 -0.542
O 1.195 2.773 -1.872
O 2.070 3.946 0.125
O 0.735 1.886 0.360
C 0.936 0.495 -0.001
C -0.211 -0.184 -0.724
C -1.589 0.366 -0.342
N -2.237 -0.485 0.664
C -3.257 0.206 1.464
C -4.643 0.361 0.851
C -2.653 -1.758 0.187
C -3.119 -1.930 -1.235
O -2.640 -2.698 0.929
H 5.993 -0.932 1.650
H 4.370 -0.729 2.258
H 5.276 0.703 1.803
H 4.843 0.287 -0.528
H 4.798 -1.444 -0.276
H 1.757 -1.070 -2.370
H 1.028 0.001 0.965
H -0.096 -0.126 -1.807
H -0.151 -1.241 -0.461
H -1.514 1.365 0.074
H -2.182 0.470 -1.255
H -3.341 -0.300 2.425
H -2.868 1.202 1.674
H -5.077 -0.585 0.530
H -4.659 1.069 0.023
H -5.309 0.762 1.616
H -2.440 -1.476 -1.954
H -4.096 -1.471 -1.381
H -3.178 -2.994 -1.440
*
```

Atom charges from the Mulliken analysis, given in e for atoms 1 to 2: -1.207, -0.232

# 11
C6H36N2O11 | ωB97M-V/def2-TZVPD

Computed properties:
SMILES: C[C@H](N)CC/C=C/N.O.O.O.O.O.O.O.O.O.O.O
Largest force on an atom in hartree/bohr: 0.188
Frontier orbital gap in eV: 9.04
LUMO in eV: -0.367
Energy above the lowest of the compared OMol25 structures with the same formula, charge and spin in eV: 7.527

```
! wB97M-V def2-TZVPD RIJCOSX def2/J DEFGRID3
* xyz 0 1
C 3.780 -1.076 0.601
C 2.246 -1.302 0.808
N 1.672 -1.515 -0.445
C 1.627 -0.160 1.668
C 0.072 -0.293 1.601
C -0.622 1.046 1.241
C -1.794 1.583 1.476
N -1.942 3.091 1.197
H 4.321 -1.248 1.449
H 3.978 -0.074 0.605
H 4.270 -1.626 -0.301
H 1.965 -2.354 1.243
H 2.332 -1.077 -1.080
H 0.642 -1.122 -0.600
H 2.026 0.822 1.276
H 1.835 -0.318 2.736
H -0.576 -0.723 2.400
H -0.345 -0.993 0.774
H 0.149 1.716 1.109
H -2.691 1.170 1.875
H -2.703 3.278 0.698
H -1.847 3.437 2.180
O -3.266 0.620 -3.337
H -2.406 0.783 -3.291
H -3.726 -0.038 -2.587
O -3.720 -1.229 0.273
H -2.830 -1.615 0.115
H -3.532 -0.324 -0.006
O -3.820 1.266 -0.599
H -4.537 0.944 -1.163
H -3.051 1.404 -1.097
O -0.721 -0.764 -3.556
H 0.218 -0.563 -3.668
H -1.013 -1.665 -3.705
O 0.483 -0.927 4.685
H 0.952 -0.821 3.730
H -0.027 -0.132 4.723
O -1.688 -2.742 -0.481
H -0.722 -2.856 -0.445
H -2.180 -3.410 0.069
O -1.200 0.496 -1.359
H -0.854 -0.163 -2.202
H -1.839 -0.042 -0.918
O 0.390 3.815 -1.020
H -0.548 3.712 -0.677
H 0.700 3.918 -0.123
O 4.460 2.174 -0.571
H 3.595 1.896 -0.929
H 4.810 1.454 -0.009
O 0.683 -3.971 -0.169
H 1.530 -3.429 -0.361
H 0.837 -4.658 -0.682
O 1.947 1.345 -0.854
H 1.524 1.243 -1.740
H 1.154 2.020 -0.556
*
```

Atom charges from the Mulliken analysis, given in e for atoms 1 to 2: -1.544, 1.022